{
  "formula": "C31H59BClFN6O6P",
  "method": "wB97M-V/def2-TZVPD",
  "homo_ev": -12.410,
  "gap_ev": 10.13,
  "e_lumo_ev": -2.28,
  "total_charge": 1,
  "molar_mass_da": 708.1,
  "elements": ["C", "C", "C", "O", "C", "C", "C", "C", "B", "O", "O", "C", "C", "C", "C", "Cl", "P", "O", "O", "O", "N", "F", "H", "H", "H", "H", "H", "H", "H", "H", "H", "H", "H", "H", "H", "H", "H", "H", "H", "H", "H", "H", "H", "H", "H", "H", "C", "C", "C", "C", "N", "H", "H", "H", "H", "H", "H", "H", "C", "C", "C", "C", "N", "H", "H", "H", "H", "H", "H", "H", "C", "C", "C", "C", "N", "H", "H", "H", "H", "H", "H", "H", "C", "C", "C", "C", "N", "H", "H", "H", "H", "H", "H", "H", "C", "C", "C", "C", "N", "H", "H", "H", "H", "H", "H", "H"],
  "positions_angstrom": [[8.131, 2.391, 2.225], [7.564, 3.803, 2.073], [7.216, 4.163, 0.626], [5.800, 4.251, 0.399], [5.233, 3.094, -0.155], [3.745, 3.116, 0.088], [2.912, 2.015, -0.575], [2.552, 1.070, 0.595], [1.508, -0.057, 0.111], [1.308, -1.220, 0.809], [0.815, 0.184, -1.052], [2.235, 2.034, 1.767], [0.930, 2.848, 1.714], [-0.344, 2.146, 2.163], [-1.606, 2.794, 1.618], [-1.554, 4.585, 1.721], [2.581, 1.106, 3.335], [3.934, 0.559, 3.378], [1.488, -0.017, 3.461], [2.268, 2.218, 4.434], [3.307, 3.119, 1.551], [4.363, 3.056, 2.427], [9.089, 2.311, 1.708], [7.466, 1.650, 1.770], [8.257, 2.110, 3.270], [8.308, 4.514, 2.438], [6.667, 3.920, 2.682], [7.619, 5.139, 0.358], [7.634, 3.426, -0.068], [5.334, 3.084, -1.246], [5.681, 2.162, 0.215], [3.393, 4.078, -0.294], [3.556, 1.454, -1.250], [2.050, 2.442, -1.077], [3.523, 0.630, 0.856], [2.045, -1.842, 0.800], [1.098, -0.351, -1.805], [0.822, 3.271, 0.709], [1.066, 3.696, 2.393], [-0.424, 1.106, 1.840], [-0.383, 2.153, 3.256], [-2.466, 2.497, 2.209], [-1.756, 2.551, 0.569], [0.618, 0.128, 3.060], [2.823, 2.068, 5.218], [2.931, 4.053, 1.725], [-1.100, -3.199, -0.207], [-1.467, -4.676, -0.113], [-2.243, -5.174, -1.337], [-3.501, -4.444, -1.493], [-4.472, -3.847, -1.616], [-1.990, -2.571, -0.269], [-0.537, -2.877, 0.665], [-0.489, -3.004, -1.092], [-2.070, -4.853, 0.781], [-0.561, -5.275, -0.009], [-2.471, -6.236, -1.244], [-1.652, -5.043, -2.246], [-4.818, -1.460, 3.654], [-4.072, -2.693, 3.163], [-2.547, -2.559, 3.277], [-2.042, -1.450, 2.474], [-1.635, -0.610, 1.808], [-4.575, -0.580, 3.054], [-5.894, -1.619, 3.586], [-4.577, -1.240, 4.696], [-4.338, -2.896, 2.123], [-4.382, -3.562, 3.744], [-2.055, -3.468, 2.926], [-2.244, -2.395, 4.313], [-9.587, -1.720, 3.445], [-9.236, -2.323, 2.090], [-9.217, -3.857, 2.108], [-8.225, -4.375, 3.049], [-7.445, -4.781, 3.785], [-8.847, -1.987, 4.201], [-9.622, -0.633, 3.383], [-10.562, -2.068, 3.790], [-8.261, -1.958, 1.763], [-9.963, -2.001, 1.343], [-8.979, -4.250, 1.119], [-10.194, -4.248, 2.396], [-0.785, -2.714, -5.665], [-1.069, -3.686, -6.803], [-1.685, -5.003, -6.316], [-0.795, -5.709, -5.394], [-0.093, -6.262, -4.675], [-0.055, -3.130, -4.968], [-0.380, -1.779, -6.053], [-1.695, -2.481, -5.109], [-0.148, -3.900, -7.347], [-1.760, -3.230, -7.514], [-1.894, -5.667, -7.155], [-2.628, -4.814, -5.800], [3.020, 5.691, -3.562], [3.316, 5.132, -4.948], [3.136, 3.610, -5.025], [4.033, 2.919, -4.101], [4.740, 2.377, -3.378], [3.713, 5.288, -2.819], [3.126, 6.775, -3.552], [2.000, 5.452, -3.251], [4.336, 5.389, -5.240], [2.651, 5.590, -5.681], [3.339, 3.242, -6.031], [2.110, 3.334, -4.770]]
}

=====

{
  "formula": "C31H59F3NO15S2",
  "method": "wB97M-V/def2-TZVPD",
  "homo_ev": -6.831,
  "gap_ev": 8.28,
  "e_lumo_ev": 1.45,
  "total_charge": -1,
  "molar_mass_da": 806.9,
  "elements": ["O", "C", "C", "S", "O", "O", "N", "S", "O", "O", "C", "O", "C", "F", "F", "F", "H", "H", "H", "H", "H", "C", "C", "O", "C", "H", "H", "H", "H", "H", "H", "C", "C", "O", "C", "H", "H", "H", "H", "H", "H", "C", "C", "O", "C", "H", "H", "H", "H", "H", "H", "C", "C", "O", "C", "H", "H", "H", "H", "H", "H", "C", "C", "O", "C", "H", "H", "H", "H", "H", "H", "C", "C", "O", "C", "H", "H", "H", "H", "H", "H", "C", "C", "O", "C", "H", "H", "H", "H", "H", "H", "C", "C", "O", "C", "H", "H", "H", "H", "H", "H", "C", "C", "O", "C", "H", "H", "H", "H", "H", "H"],
  "positions_angstrom": [[-2.689, 1.977, 0.140], [-2.618, 0.676, 0.521], [-3.731, -0.337, -0.128], [-3.791, -2.046, 0.674], [-3.836, -3.068, -0.528], [-2.455, -2.334, 1.412], [-5.231, -2.351, 1.614], [-5.180, -1.585, 3.182], [-3.931, -1.921, 4.036], [-6.410, -2.165, 3.983], [-5.500, 0.297, 3.103], [-6.771, 0.614, 2.432], [-7.004, 2.062, 2.321], [-7.599, 2.697, 3.521], [-8.004, 2.232, 1.202], [-5.821, 2.863, 1.929], [-1.749, 0.379, 1.251], [-3.451, -0.468, -1.281], [-4.813, 0.109, -0.092], [-4.544, 0.743, 2.584], [-5.500, 0.641, 4.243], [1.931, -3.724, 4.005], [1.313, -3.485, 2.653], [1.345, -2.376, 2.123], [0.653, -4.656, 1.975], [2.370, -2.791, 4.373], [1.165, -4.053, 4.711], [2.722, -4.475, 3.924], [-0.171, -5.027, 2.591], [1.386, -5.448, 1.804], [0.250, -4.336, 1.008], [-10.517, 1.002, 1.042], [-11.819, 0.939, 0.290], [-11.845, 0.861, -0.937], [-13.089, 0.974, 1.098], [-9.685, 0.968, 0.330], [-10.457, 1.938, 1.604], [-10.435, 0.147, 1.717], [-13.144, 1.908, 1.663], [-13.122, 0.117, 1.775], [-13.950, 0.921, 0.423], [-13.366, -4.135, 1.199], [-12.916, -2.883, 1.903], [-13.558, -1.837, 1.820], [-11.649, -2.959, 2.712], [-14.294, -3.931, 0.654], [-12.603, -4.454, 0.484], [-13.556, -4.924, 1.931], [-10.810, -3.226, 2.065], [-11.763, -3.696, 3.511], [-11.447, -1.982, 3.163], [2.907, 0.053, 0.211], [2.707, 1.461, -0.281], [2.676, 1.719, -1.484], [2.547, 2.542, 0.754], [3.008, -0.620, -0.646], [3.819, -0.005, 0.811], [2.043, -0.260, 0.802], [3.443, 2.596, 1.377], [1.666, 2.340, 1.369], [2.411, 3.507, 0.253], [7.549, 2.088, -3.331], [6.980, 2.626, -2.045], [7.708, 2.922, -1.099], [5.486, 2.788, -1.962], [8.639, 2.025, -3.247], [7.154, 1.087, -3.522], [7.300, 2.759, -4.157], [4.999, 1.818, -2.092], [5.145, 3.490, -2.727], [5.218, 3.185, -0.978], [12.128, 5.444, -2.765], [10.749, 4.841, -2.793], [10.277, 4.375, -3.829], [9.970, 4.831, -1.505], [12.571, 5.383, -3.765], [12.068, 6.496, -2.474], [12.761, 4.891, -2.067], [9.813, 5.855, -1.157], [10.507, 4.250, -0.751], [8.993, 4.366, -1.676], [7.855, -3.019, -2.603], [8.494, -1.671, -2.809], [7.875, -0.743, -3.327], [9.920, -1.503, -2.357], [6.826, -2.993, -2.976], [8.409, -3.781, -3.156], [7.834, -3.261, -1.537], [10.566, -2.198, -2.899], [9.991, -1.678, -1.281], [10.249, -0.480, -2.569], [11.195, -5.977, -0.847], [10.576, -5.739, -2.198], [10.608, -4.629, -2.728], [9.916, -6.910, -2.876], [11.633, -5.044, -0.478], [10.428, -6.306, -0.140], [11.985, -6.728, -0.927], [9.093, -7.280, -2.260], [10.650, -7.701, -3.047], [9.514, -6.590, -3.843], [-5.937, 5.009, -0.008], [-6.190, 6.492, -0.074], [-5.533, 7.282, 0.601], [-7.278, 6.969, -0.998], [-5.124, 4.811, 0.699], [-6.836, 4.494, 0.339], [-5.642, 4.639, -0.993], [-8.237, 6.542, -0.695], [-7.043, 6.686, -2.027], [-7.348, 8.061, -0.942]]
}